[1]
ORCA calculation (wB97M-V/def2-TZVPD) on C4H12F24NOP4Ti as an isolated structure at a distorted geometry.

largest force on an atom	0.08734	Eh/bohr
2S+1	4
energy relative to the best compared isomer or geometry (same formula, charge and spin)	8.1991	eV
calculated total energy	-133388.953	eV
LUMO (alpha / beta)	0.0168 / 0.0168	Ha
charge	-2

Structure (XYZ):
```
47
Properties=species:S:1:pos:R:3:forces:R:3:mulliken_charge:R:1
Ti 2.4537 -1.8185 0.6068 0.14 -0.04 -0.02 1.02
C -4.6652 0.4081 -0.2313 -0.28 -0.04 0.48 -1.40
C -5.3814 1.4371 -1.1042 0.63 -0.52 1.93 0.10
C -4.9171 2.9119 -0.7777 -1.06 -2.03 -0.36 -0.69
O -5.7737 3.7220 -1.5244 0.25 1.84 -0.21 -0.38
C -5.4103 5.1344 -1.3947 1.20 0.15 -0.34 -0.80
N -5.1727 1.0663 -2.5414 -0.56 1.50 0.10 -0.21
H -5.4805 1.8760 -3.0607 -0.19 0.51 -0.67 0.35
H -4.2001 0.9211 -2.7719 0.53 -0.37 -0.01 0.36
H -5.7534 0.2897 -2.8239 0.07 -0.51 -0.01 0.35
H -5.3190 0.2976 0.6338 0.70 0.36 0.60 0.36
H -3.6387 0.7044 -0.0157 -0.13 0.00 0.40 0.37
H -4.6304 -0.6330 -0.5523 -0.06 0.11 -0.83 0.45
H -6.4347 1.3110 -0.8536 -0.14 0.39 -0.72 0.32
H -3.8519 2.9481 -1.0059 0.20 0.56 -0.28 0.44
H -5.0609 3.1443 0.2775 0.19 -0.52 0.24 0.44
H -5.9810 5.8393 -0.7901 -1.22 -0.85 -0.01 0.30
H -5.2846 5.5643 -2.3884 -0.21 -0.18 -0.01 0.28
H -4.4492 5.2474 -0.8932 0.38 -0.47 -0.22 0.35
P 1.9610 0.3329 -4.6603 2.20 -3.15 -0.33 1.12
F 2.1310 -1.2762 -4.3526 -0.83 -0.29 0.12 -0.38
F 3.2152 0.5920 -3.6705 -0.65 1.34 3.45 -0.37
F 3.2376 0.1565 -5.5841 -0.54 0.34 -4.45 -0.33
F 1.7085 1.8661 -4.9111 0.02 0.62 -0.80 -0.33
F 0.8514 -0.1038 -5.8957 1.05 1.04 1.75 -0.39
F 0.9447 0.3857 -3.4496 -1.52 0.06 0.44 -0.34
P 1.7333 3.4728 4.5226 0.92 -2.14 -0.89 1.14
F 2.4799 2.0918 5.0960 -0.72 0.47 0.13 -0.38
F 0.4678 2.6326 3.9349 0.23 -1.07 -0.41 -0.37
F 0.9243 3.5396 5.8864 -0.21 1.03 0.78 -0.33
F 0.9666 4.7453 3.8284 1.21 0.34 0.73 -0.36
F 2.9481 4.3573 5.1325 -0.79 0.22 -0.47 -0.34
F 2.6181 3.1375 3.1689 -0.78 1.11 0.03 -0.36
P -0.5287 -6.1809 2.7422 0.75 -1.89 -0.45 1.13
F -0.1108 -7.5335 1.9193 -0.10 -1.16 1.25 -0.37
F -0.3837 -6.8153 4.2192 0.74 -0.10 -0.24 -0.35
F 1.0594 -5.7955 2.6886 0.09 0.51 1.28 -0.37
F -0.9802 -4.7833 3.3815 0.12 0.32 -0.05 -0.34
F -0.5740 -5.5703 1.2760 -1.69 1.70 -1.18 -0.35
F -2.0684 -6.7426 2.7827 0.07 0.81 -0.72 -0.36
P 9.5038 -3.2900 0.5059 -0.95 1.95 -1.84 1.15
F 9.6774 -4.4160 -0.6040 -0.29 -1.43 -0.25 -0.33
F 8.9118 -2.3006 -0.7826 0.91 -0.40 1.29 -0.41
F 7.9662 -3.7181 0.7267 0.04 -0.29 0.66 -0.34
F 9.2387 -1.9460 1.5071 1.16 -2.03 -0.70 -0.37
F 10.0107 -4.3188 1.6832 -0.37 1.34 -0.40 -0.35
F 11.0414 -2.8906 0.1202 -0.51 0.84 1.26 -0.35
```
Forces are in eV/Å.

[2]
ORCA calculation (wB97M-V/def2-TZVPD) on the molecule C6H7NO at a distorted geometry.

largest force on an atom	0.04988	Eh/bohr
energy relative to the best compared isomer or geometry (same formula, charge and spin)	0.8566	eV
SMILES	C=Cc1[nH]ccc1O
calculated total energy	-9871.801	eV
LUMO	0.0358	Ha
charge	0

Structure (XYZ):
```
15
Properties=species:S:1:pos:R:3:forces:R:3:mulliken_charge:R:1
C 0.0101 -1.7000 1.9484 -0.40 0.50 1.26 -0.91
C -0.0829 -0.3700 1.7619 -0.02 -1.78 1.19 -0.33
C -0.1146 0.1945 0.4745 0.32 0.41 -2.18 -0.08
N -0.8898 1.3277 0.2271 1.11 0.29 -0.34 -0.09
C -0.7337 1.6748 -1.0965 0.10 -0.83 -0.18 -0.48
C 0.0182 0.7065 -1.7681 -0.55 0.04 2.22 -0.78
C 0.4360 -0.2317 -0.7545 -1.40 2.08 0.56 1.07
O 1.2702 -1.2460 -1.0164 0.22 -0.47 -0.43 -0.56
H -0.1409 -2.1407 2.9522 0.52 0.28 -0.74 0.24
H 0.0656 -2.3747 1.1132 -0.11 -0.26 -0.13 0.27
H -0.2013 0.2786 2.6291 -0.08 -0.04 -0.12 0.25
H -1.1765 1.9457 0.9977 0.16 -0.48 -0.97 0.25
H -1.1932 2.5619 -1.4772 -0.21 0.17 -0.17 0.42
H 0.1560 0.5667 -2.8162 0.22 0.29 -0.38 0.43
H 1.3583 -1.8085 -0.2510 0.13 -0.19 0.40 0.29
```
Forces are in eV/Å.

[3]
ORCA calculation (wB97M-V/def2-TZVPD) on the molecule C8H12N2O2 at a distorted geometry.

largest force on an atom	0.12809	Eh/bohr
energy relative to the best compared isomer or geometry (same formula, charge and spin)	2.4377	eV
SMILES	Cc1cnc([C@@H](O)[C@@H](C)O)nc1
calculated total energy	-15564.472	eV
LUMO	0.0151	Ha
charge	0

Structure (XYZ):
```
24
Properties=species:S:1:pos:R:3:forces:R:3:mulliken_charge:R:1
C 3.0995 0.3025 0.8496 -2.52 -0.47 1.36 -1.20
C 1.5950 0.2363 0.6354 -1.91 0.15 -1.56 0.60
C 0.8707 -0.7175 -0.1554 0.23 0.80 1.50 -0.33
N -0.4733 -0.6494 -0.2444 1.81 -1.92 -1.97 -0.46
C -1.1650 0.3410 0.2196 2.82 -0.42 2.01 0.49
C -2.6068 0.1546 0.1632 -1.91 2.36 -1.25 0.10
O -3.1787 1.0148 1.1449 -4.91 -3.80 -2.19 -0.59
C -3.1555 0.7520 -1.2212 0.71 -1.41 -1.41 0.15
C -2.4576 0.2379 -2.5663 -0.58 0.96 1.43 -1.22
O -4.5526 0.4753 -1.4405 0.51 0.01 1.34 -0.55
N -0.5771 1.2602 1.0139 -1.03 0.76 -0.24 -0.63
C 0.7252 1.2087 1.1749 1.81 -0.32 0.73 -0.21
H 3.2941 -0.7400 0.9786 1.38 -0.54 -0.13 0.35
H 3.5680 0.8127 0.0594 0.85 0.20 -1.13 0.29
H 3.3018 0.8390 1.7825 0.04 -0.16 -0.12 0.36
H 1.3410 -1.6261 -0.5770 -0.23 0.68 0.13 0.37
H -2.8614 -0.9115 0.3057 -0.01 0.58 -0.05 0.29
H -2.5377 1.4877 1.5223 4.20 3.02 2.40 0.40
H -2.9665 1.8127 -1.1749 -0.18 0.57 0.39 0.18
H -1.3459 0.4259 -2.6127 -1.39 -0.07 -0.11 0.31
H -2.6813 -0.7990 -2.5424 0.32 -1.24 -0.27 0.34
H -3.0700 0.6325 -3.4081 0.83 0.13 0.51 0.36
H -4.9866 0.4454 -0.5610 0.31 0.22 -0.73 0.35
H 1.2654 1.8824 1.8928 -1.16 -0.08 -0.65 0.27
```
Forces are in eV/Å.